(1)
Here is C14H10Br2N7O4PdS3 as an isolated structure from the Open Molecules 2025 dataset. Energies are from ωB97M-V/def2-TZVPD.

Geometry as ORCA input:
```
! wB97M-V def2-TZVPD RIJCOSX def2/J DEFGRID3
* xyz -1 1
Pd -1.202 0.166 -0.570
Br 5.396 -0.292 -0.323
C 3.521 -0.135 -0.453
C 2.913 -0.168 -1.687
C 1.534 -0.038 -1.726
N 0.801 0.136 -0.632
C 1.395 0.137 0.568
C 2.761 0.009 0.695
C 0.477 0.237 1.744
C 0.909 0.291 3.052
C -0.047 0.318 4.055
Br 0.503 0.418 5.857
C -1.390 0.277 3.750
C -1.738 0.247 2.408
N -0.826 0.246 1.448
H 3.481 -0.306 -2.595
H 0.988 -0.074 -2.658
H 3.224 -0.002 1.669
H 1.960 0.314 3.294
H -2.147 0.282 4.519
H -2.770 0.233 2.080
N -0.637 3.092 -2.565
C 0.362 3.280 -1.702
N 1.604 3.476 -2.222
S 0.088 3.321 -0.050
H -0.458 2.843 -3.523
H -1.556 2.854 -2.180
H 1.792 3.326 -3.198
H 2.372 3.529 -1.579
O -0.508 -2.383 -0.361
N -1.486 -3.150 -0.154
C -1.160 -4.393 0.203
C -2.200 -5.340 0.458
N -3.002 -6.142 0.667
C 0.202 -4.821 0.355
N 1.299 -5.152 0.481
O -3.261 0.042 -0.455
S -3.457 0.749 -1.790
O -3.162 2.176 -1.650
O -4.712 0.466 -2.425
S -1.861 -0.071 -2.804
*
```

Output
Calculated total energy (Ha): -7694.32143
LUMO energy (eV): 1.01
Relative energy (zero: lowest compared OMol25 entry of this formula, charge and spin) (kcal/mol): 24.42
F_max (eV/A): 1.125
Kohn-Sham gap (eV): 6.07
HOMO energy (eV): -5.1



(2)
Here is C14H13Br15O6S as an isolated structure from the Open Molecules 2025 dataset. Energies are from ωB97M-V/def2-TZVPD.

Geometry as ORCA input:
```
! wB97M-V def2-TZVPD RIJCOSX def2/J DEFGRID3
* xyz 0 1
O 3.382 3.168 0.991
C 2.849 2.238 0.475
O 1.867 1.535 1.131
C 1.631 0.250 0.646
C 0.518 -0.479 1.399
O 1.055 -1.459 2.285
S 2.578 -1.736 1.954
O 3.373 -1.432 3.087
O 2.765 -2.966 1.281
O 2.772 -0.570 0.849
C 3.163 1.835 -0.941
C 2.240 2.195 -1.919
C 2.459 1.817 -3.233
C 3.613 1.099 -3.527
C 4.538 0.760 -2.553
C 4.316 1.133 -1.234
H 1.335 0.176 -0.396
H -0.286 0.124 1.807
H 0.013 -1.073 0.631
H 1.361 2.751 -1.623
H 1.730 2.086 -3.979
H 3.813 0.799 -4.546
H 5.422 0.199 -2.816
H 4.999 0.914 -0.426
C -2.700 -3.266 1.676
Br -4.529 -3.483 1.123
Br -1.529 -3.088 0.158
Br -2.523 -1.799 2.912
H -2.410 -4.168 2.195
C -6.410 -0.310 -0.037
Br -8.247 -0.392 -0.606
Br -5.205 -0.204 -1.533
Br -6.108 1.122 1.209
H -6.195 -1.232 0.482
C 1.401 -2.461 5.707
Br 0.312 -3.726 4.738
Br 0.659 -0.686 5.637
Br 1.688 -3.032 7.521
H 2.366 -2.428 5.221
C -4.628 5.069 -0.158
Br -5.513 4.487 -1.763
Br -5.861 5.247 1.310
Br -3.141 3.928 0.286
H -4.224 6.052 -0.352
C 0.318 -1.911 -5.012
Br -0.360 -1.731 -6.806
Br 1.616 -0.542 -4.582
Br -1.107 -1.946 -3.712
H 0.822 -2.865 -4.956
*
```

Output
Calculated total energy (Ha): -40001.02761
LUMO energy (eV): -0.42
F_max (eV/A): 1.989
Kohn-Sham gap (eV): 9.44
HOMO energy (eV): -9.9



(3)
Here is one molecule with the formula C2H6N4S from the Open Molecules 2025 dataset. Energies are from ωB97M-V/def2-TZVPD.

Geometry as ORCA input:
```
! wB97M-V def2-TZVPD RIJCOSX def2/J DEFGRID3
* xyz 0 1
C 0.890 -1.011 1.597
C -0.966 -0.352 -1.884
N 0.084 2.175 0.200
N 0.849 2.851 0.682
N -0.743 1.526 -0.316
N 0.544 -0.759 0.196
S -0.895 -0.335 -0.094
H 0.290 -0.444 2.320
H 0.907 -2.158 1.902
H 1.994 -0.536 1.822
H -1.338 -1.345 -2.147
H -0.005 -0.165 -2.138
H -1.610 0.555 -2.140
*
```

Output
Calculated total energy (Ha): -696.84929
LUMO energy (eV): 0.09
Relative energy (zero: lowest compared OMol25 entry of this formula, charge and spin) (kcal/mol): 110.93
F_max (eV/A): 4.056
Kohn-Sham gap (eV): 9.01
HOMO energy (eV): -8.9



(4)
Here is a 2-piece molecular cluster, C2H6OS2 overall from the Open Molecules 2025 dataset. Energies are from ωB97M-V/def2-TZVPD.

Geometry as ORCA input:
```
! wB97M-V def2-TZVPD RIJCOSX def2/J DEFGRID3
* xyz 0 1
C 1.644 0.666 -1.650
C 1.730 0.033 -0.477
O 2.386 0.550 0.589
H 0.851 0.360 -2.315
H 2.358 1.373 -2.040
H 1.267 -0.936 -0.351
H 2.568 1.478 0.396
S -1.941 -0.476 -0.536
S -1.035 -0.071 1.260
H -0.901 -0.780 -1.335
H -1.477 -1.204 1.828
*
```

Output
SMILES: C=CO.SS
Calculated total energy (Ha): -951.36002
LUMO energy (eV): 0.40
Relative energy (zero: lowest compared OMol25 entry of this formula, charge and spin) (kcal/mol): 20.10
F_max (eV/A): 1.334
Kohn-Sham gap (eV): 9.33
HOMO energy (eV): -8.9



(5)
Here is one molecule with the formula C17H13N3OS from the Open Molecules 2025 dataset. Energies are from ωB97M-V/def2-TZVPD.

Geometry as ORCA input:
```
! wB97M-V def2-TZVPD RIJCOSX def2/J DEFGRID3
* xyz 0 1
C -1.522 -3.399 -0.707
N -1.591 -1.993 -0.378
C -0.663 -1.424 0.438
S 0.593 -2.489 1.041
C 1.596 -1.292 1.988
C 2.229 -0.269 1.101
C 2.047 1.086 1.349
C 2.620 2.038 0.523
C 3.383 1.652 -0.562
C 3.575 0.294 -0.814
C 4.359 -0.118 -1.917
N 4.995 -0.450 -2.811
C 2.998 -0.664 0.017
N -0.632 -0.192 0.798
C -1.601 0.645 0.317
C -1.583 1.997 0.678
C -2.554 2.846 0.200
C -3.562 2.377 -0.642
C -3.592 1.051 -1.008
C -2.615 0.173 -0.534
C -2.640 -1.233 -0.918
O -3.468 -1.752 -1.636
H -1.583 -4.005 0.198
H -0.587 -3.622 -1.224
H -2.367 -3.619 -1.359
H 0.940 -0.831 2.723
H 2.345 -1.911 2.486
H 1.449 1.392 2.194
H 2.466 3.088 0.723
H 3.830 2.386 -1.216
H 3.144 -1.715 -0.192
H -0.798 2.348 1.329
H -2.538 3.889 0.481
H -4.316 3.057 -1.006
H -4.359 0.658 -1.659
*
```

Output
SMILES: Cn1c(SCc2cccc(C#N)c2)nc2ccccc2c1=O
Calculated total energy (Ha): -1293.35279
LUMO energy (eV): 0.34
Relative energy (zero: lowest compared OMol25 entry of this formula, charge and spin) (kcal/mol): 0.00
F_max (eV/A): 0.891
Kohn-Sham gap (eV): 8.93
HOMO energy (eV): -8.6



(6)
Here is a 6-piece molecular cluster, C21H56N4O11S overall from the Open Molecules 2025 dataset. Energies are from ωB97M-V/def2-TZVPD.

Geometry as ORCA input:
```
! wB97M-V def2-TZVPD RIJCOSX def2/J DEFGRID3
* xyz -2 1
N -25.408 -9.236 1.236
H -25.694 -9.634 0.353
H -24.530 -8.739 1.177
H -25.458 -9.834 2.048
H -26.131 -8.543 1.363
S -28.821 -8.744 1.589
O -30.049 -7.954 1.540
O -27.562 -8.030 1.387
O -28.982 -9.085 3.001
O -28.892 -10.014 0.837
C -26.299 -13.053 4.970
C -25.328 -11.970 4.291
C -23.964 -12.535 4.037
O -25.897 -11.399 3.193
H -27.210 -12.791 5.508
H -25.745 -13.511 5.789
H -26.614 -13.783 4.225
H -25.183 -11.155 5.000
H -23.328 -12.693 4.907
H -23.360 -11.851 3.441
H -23.974 -13.529 3.591
C -27.003 0.201 3.023
O -27.000 -0.899 3.875
C -26.691 -0.612 5.241
C -26.702 -2.008 5.893
N -25.709 -2.904 5.374
C -25.976 -4.238 5.877
C -25.393 -5.236 4.863
O -26.140 -5.138 3.662
C -25.553 -5.921 2.709
H -27.829 0.885 3.219
H -27.118 -0.035 1.966
H -26.111 0.800 3.210
H -27.398 0.138 5.595
H -25.708 -0.169 5.398
H -27.733 -2.354 5.814
H -26.546 -1.757 6.942
H -25.902 -3.035 4.392
H -27.017 -4.507 6.056
H -25.462 -4.486 6.805
H -25.426 -6.228 5.313
H -24.369 -4.891 4.721
H -25.497 -6.979 2.964
H -24.550 -5.575 2.460
H -26.217 -5.886 1.846
C -24.895 -4.722 -1.083
O -23.877 -5.708 -0.996
C -24.452 -7.001 -1.038
C -23.403 -8.097 -0.879
N -22.898 -8.103 0.491
C -21.877 -9.063 0.795
C -21.310 -8.802 2.211
O -20.647 -7.498 2.226
C -19.994 -7.261 3.461
H -24.479 -3.774 -1.426
H -25.299 -4.629 -0.075
H -25.646 -4.985 -1.827
H -24.885 -7.145 -2.028
H -25.239 -7.108 -0.291
H -22.642 -7.914 -1.638
H -23.939 -9.028 -1.064
H -22.580 -7.194 0.796
H -21.065 -9.077 0.068
H -22.331 -10.043 0.940
H -20.663 -9.655 2.416
H -22.117 -8.973 2.924
H -19.277 -8.023 3.769
H -20.727 -7.121 4.255
H -19.468 -6.309 3.388
C -30.264 -10.654 -3.714
O -28.921 -10.574 -3.263
C -28.717 -9.392 -2.545
C -27.244 -9.130 -2.146
N -26.810 -9.988 -1.058
C -26.643 -11.312 -1.600
C -25.933 -12.144 -0.601
O -24.606 -11.699 -0.399
C -23.802 -12.537 0.351
H -30.882 -10.532 -2.825
H -30.548 -11.658 -4.031
H -30.504 -9.978 -4.534
H -29.422 -9.342 -1.715
H -28.927 -8.561 -3.219
H -27.260 -8.074 -1.874
H -26.617 -9.278 -3.025
H -27.596 -10.110 -0.436
H -26.176 -11.313 -2.585
H -27.607 -11.774 -1.814
H -25.910 -13.130 -1.067
H -26.544 -12.128 0.302
H -22.819 -12.099 0.525
H -23.686 -13.564 0.003
H -24.291 -12.465 1.323
*
```

Output
Calculated total energy (Ha): -2278.34331
LUMO energy (eV): 3.85
Relative energy (zero: lowest compared OMol25 entry of this formula, charge and spin) (kcal/mol): 40.57
F_max (eV/A): 7.069
Kohn-Sham gap (eV): 3.55
HOMO energy (eV): 0.3



(7)
Here is C27H42FN10O10PPdS as an isolated structure from the Open Molecules 2025 dataset. Energies are from ωB97M-V/def2-TZVPD.

Geometry as ORCA input:
```
! wB97M-V def2-TZVPD RIJCOSX def2/J DEFGRID3
* xyz -2 1
Pd 0.807 0.968 -0.890
C -0.399 6.003 0.852
N -0.863 4.631 0.906
C -2.239 4.318 0.588
C -2.128 2.881 0.069
O -3.095 2.211 -0.257
N -0.814 2.544 -0.013
C -0.119 3.614 0.386
N 1.207 3.639 0.339
H -1.143 6.639 1.330
H -0.252 6.319 -0.185
H 0.531 6.105 1.413
H -2.614 4.958 -0.217
H -2.899 4.379 1.455
H 1.568 2.944 -0.345
H 1.671 4.531 0.360
C 2.442 -3.777 -0.235
N 2.170 -2.701 -1.172
C 0.936 -2.134 -1.215
C 0.657 -1.140 -2.091
C 1.757 -0.673 -2.884
N 2.940 -1.265 -2.887
C 3.180 -2.328 -2.085
O 4.236 -2.965 -2.091
N 1.572 0.356 -3.764
H 2.060 -4.728 -0.615
H 1.982 -3.550 0.723
H 3.518 -3.855 -0.115
H 0.213 -2.510 -0.504
H -0.345 -0.751 -2.211
H 0.866 1.038 -3.494
H 2.443 0.791 -4.028
F -2.533 -0.806 -3.137
C -2.588 0.367 -3.793
C -2.325 1.519 -3.161
N -2.438 2.734 -3.789
C -2.099 3.945 -3.048
C -0.600 4.066 -2.664
O -0.376 5.067 -1.941
O 0.160 3.149 -3.013
C -2.737 2.823 -5.124
O -2.820 3.868 -5.748
N -2.979 1.606 -5.738
C -2.954 0.328 -5.186
O -3.230 -0.649 -5.858
H -2.047 1.539 -2.112
H -2.686 3.966 -2.128
H -2.371 4.799 -3.660
H -3.205 1.662 -6.719
C -0.630 1.027 3.368
C -1.505 -0.223 3.445
C -2.449 -0.130 4.638
C -2.298 -0.385 2.152
O -0.687 -1.380 3.737
P 0.375 -2.002 2.672
O 1.468 -2.636 3.453
O 0.647 -1.011 1.595
O -0.529 -3.158 1.933
C -1.207 -4.272 2.530
C -0.571 -4.757 3.832
C -1.157 -5.379 1.483
C -2.656 -3.866 2.788
H -1.262 1.919 3.363
H -0.034 1.007 2.456
H 0.037 1.068 4.233
H -3.130 0.715 4.516
H -1.876 0.000 5.559
H -3.037 -1.047 4.723
H -2.895 0.508 1.961
H -2.970 -1.243 2.217
H -1.620 -0.515 1.309
H 0.476 -5.013 3.681
H -1.119 -5.635 4.187
H -0.611 -3.976 4.590
H -0.124 -5.677 1.305
H -1.579 -5.018 0.543
H -1.726 -6.251 1.816
H -2.685 -3.064 3.526
H -3.229 -4.718 3.163
H -3.114 -3.508 1.865
C 5.960 -0.546 -1.476
N 4.989 -0.535 -0.407
C 4.892 -1.489 0.602
C 3.730 -1.278 1.247
N 3.137 -0.193 0.641
C 3.890 0.260 -0.378
S 3.482 1.541 -1.410
H 6.971 -0.455 -1.075
H 5.743 0.302 -2.122
H 5.856 -1.470 -2.047
H 5.639 -2.253 0.722
H 3.251 -1.797 2.066
H 2.135 0.059 0.697
*
```

Output
Calculated total energy (Ha): -3321.72640
LUMO energy (eV): 4.32
Relative energy (zero: lowest compared OMol25 entry of this formula, charge and spin) (kcal/mol): 0.00
F_max (eV/A): 0.574
Kohn-Sham gap (eV): 5.85
HOMO energy (eV): -1.5



(8)
Here is one molecule with the formula C5H8N2O from the Open Molecules 2025 dataset. Energies are from ωB97M-V/def2-TZVPD.

Geometry as ORCA input:
```
! wB97M-V def2-TZVPD RIJCOSX def2/J DEFGRID3
* xyz 0 1
C -0.565 1.861 -0.119
N 0.704 1.764 -0.158
N 1.398 0.635 0.312
C 1.245 -0.826 -0.097
C -0.163 -1.395 0.164
C -1.115 -0.440 -0.373
O -2.457 0.012 0.003
C -1.271 0.715 0.456
H -0.963 2.873 -0.366
H 2.378 0.847 0.145
H 1.993 -1.497 0.202
H 1.289 -0.900 -1.172
H -0.342 -1.574 1.263
H -0.166 -2.386 -0.354
H -0.937 -0.329 -1.409
H -1.029 0.640 1.503
*
```

Output
SMILES: C1=NNCC[C@H]2O[C@H]12
Calculated total energy (Ha): -379.92709
LUMO energy (eV): 0.95
Relative energy (zero: lowest compared OMol25 entry of this formula, charge and spin) (kcal/mol): 101.09
F_max (eV/A): 4.093
Kohn-Sham gap (eV): 9.81
HOMO energy (eV): -8.9



(9)
Here is C3H4BrN as an isolated structure from the Open Molecules 2025 dataset. Energies are from ωB97M-V/def2-TZVPD.

Geometry as ORCA input:
```
! wB97M-V def2-TZVPD RIJCOSX def2/J DEFGRID3
* xyz 0 1
C 0.111 1.046 0.010
C -1.073 -0.629 0.344
C 0.107 -0.296 -0.439
N -1.054 0.848 0.608
Br 3.300 0.083 -0.022
H 0.871 1.788 -0.179
H -2.002 -0.985 -0.221
H -0.737 -1.146 1.234
H 0.474 -0.709 -1.335
*
```

Output
Calculated total energy (Ha): -2745.30235
LUMO energy (alpha / beta) (eV): -3.20 / -3.20
Relative energy (zero: lowest compared OMol25 entry of this formula, charge and spin) (kcal/mol): 100.19
F_max (eV/A): 2.342
Kohn-Sham gap (alpha / beta) (eV): 5.59 / 5.59
HOMO energy (alpha / beta) (eV): -8.8 / -8.8